115
Properties=species:S:1:pos:R:3:forces:R:3 method="wB97M-V/def2-TZVPD" smiles=CCN[C@](C#N)(B(O)N(C)C)[C@@](C#N)(CCCCN)B(O)O.COC[C@@H](C)N.COC[C@@H](C)N.COC[C@@H](C)N.COC[C@@H](C)N e_tot_ev=-59251.880 charge=0
C -0.19291 -3.71332 3.89518 -0.7998 -0.1204 -0.2976
C -1.52439 -3.86326 3.15619 0.7787 -0.6581 -0.0640
N -1.63819 -3.14064 1.89915 -0.3876 -0.1050 0.6310
C -1.43618 -1.71342 1.96950 -0.4046 1.7068 -0.9307
C -0.01277 -1.32717 1.87020 3.4169 -1.0379 -0.0487
N 1.15564 -1.32303 1.73468 -3.0278 0.4985 0.5794
B -2.05555 -0.97513 3.26418 0.7191 0.3620 0.5298
O -3.38001 -1.06330 3.63910 0.5723 -0.5287 -0.1116
N -1.10544 -0.20070 4.06500 -1.1683 0.0371 0.2462
C -1.55404 -0.11012 5.45977 0.3173 0.3297 -0.2013
C -0.96425 1.17437 3.56060 0.4279 0.0796 -0.1096
C -2.12054 -1.10839 0.67153 -0.4803 -1.0643 -0.3421
C -2.66646 0.21472 0.88497 -0.4757 2.1895 0.0697
N -3.06203 1.30497 0.98723 0.4793 -1.6688 -0.0467
C -1.18564 -1.11833 -0.55520 -0.4398 1.0082 -0.3271
C -0.46780 0.21099 -0.79211 0.4596 -0.6443 -0.1848
C -1.10783 1.08289 -1.86536 0.1729 0.1400 0.1523
C -0.92363 2.57268 -1.58935 0.1179 -0.1241 -0.2829
N -0.69386 3.40068 -2.75846 0.0713 0.3872 0.1134
B -3.36407 -2.09700 0.37749 -0.1068 -0.4161 0.5435
O -4.56085 -1.90663 1.01977 0.5174 0.3012 0.2091
O -3.25763 -3.13038 -0.52780 0.5622 0.3699 -0.3291
H 0.59681 -3.99076 3.21459 0.4678 0.0991 -0.1417
H -0.05310 -2.70456 4.25425 0.2831 0.2506 0.1900
H -0.19446 -4.42418 4.70800 0.1310 -0.0646 0.4574
H -1.60429 -4.91338 2.90569 -0.2153 -0.3325 -0.1802
H -2.36735 -3.68523 3.81040 -0.3437 0.4235 0.1233
H -1.01015 -3.55679 1.22922 0.0705 -0.0423 -0.3091
H -3.48860 -1.80646 4.23385 -0.5859 -0.1835 0.1831
H -2.36472 0.60097 5.57665 -0.4599 0.0345 0.0808
H -0.73753 0.25956 6.06540 0.3656 0.0407 0.1743
H -1.83875 -1.07591 5.85369 -0.1376 -0.2765 0.0759
H -1.92277 1.66280 3.41779 -0.3190 0.0851 -0.0681
H -0.41677 1.78357 4.26833 0.3216 -0.0211 0.2956
H -0.41846 1.21433 2.63018 0.1407 -0.0942 -0.3783
H -1.80652 -1.28456 -1.42372 -0.1586 -0.2368 -0.3297
H -0.49430 -1.94641 -0.53788 0.1738 -0.3490 0.2991
H -0.30884 0.74522 0.13555 -0.1379 0.2368 0.2780
H 0.51799 -0.05339 -1.14853 0.4555 0.0862 -0.0310
H -2.14771 0.81968 -2.02774 -0.3525 0.0794 0.0561
H -0.59278 0.86588 -2.79449 0.0646 -0.1450 -0.3601
H -0.06743 2.67130 -0.92825 0.2283 0.1137 0.1869
H -1.77475 2.96943 -1.05857 -0.2689 0.1194 0.3125
H -0.14900 2.92428 -3.45777 0.1115 -0.0374 -0.1602
H -1.54040 3.74762 -3.17373 -0.1971 -0.0739 -0.1307
H -4.87758 -2.78095 1.24868 -0.6432 -0.1992 -0.1188
H -4.01006 -3.11639 -1.12239 -0.4101 -0.3722 -0.0974
C 5.47960 -2.34541 -2.39104 0.0421 0.1173 -0.1546
O 4.52996 -2.59104 -3.41217 0.0473 -0.0074 0.0884
C 3.43891 -3.40852 -3.04134 -0.1594 -0.1556 -0.1302
C 2.32459 -2.68751 -2.27010 0.2471 0.1911 0.1563
C 2.66642 -2.39296 -0.80987 -0.0811 -0.1865 -0.1423
N 1.92516 -1.44074 -2.93389 -0.0449 -0.1085 -0.1202
H 5.60331 -3.21472 -1.73930 -0.0453 0.0008 0.0448
H 5.20661 -1.47271 -1.79354 0.0049 -0.0678 0.1136
H 6.43315 -2.13431 -2.87410 -0.0141 -0.0291 -0.0443
H 3.01867 -3.76897 -3.98426 0.0312 0.0358 -0.0310
H 3.79300 -4.29101 -2.49171 0.0079 0.0488 0.0980
H 1.45862 -3.35820 -2.27224 0.0126 -0.0322 -0.0782
H 3.33043 -1.53604 -0.70372 0.0317 0.0205 -0.0468
H 1.77022 -2.16203 -0.24089 0.0595 0.0218 -0.1184
H 3.14315 -3.25626 -0.33967 0.0242 0.0195 0.0094
H 1.58450 -1.65419 -3.86726 -0.0773 0.0098 0.0314
H 2.76863 -0.89684 -3.09574 -0.0007 0.0614 0.0778
C -4.55417 -4.32774 -3.84406 -0.0056 -0.1156 0.1985
O -5.75507 -3.79189 -3.31736 0.1390 0.0389 0.0273
C -6.45380 -2.90655 -4.17402 -0.1725 0.2101 0.0123
C -7.31118 -3.58775 -5.24968 0.1657 -0.2662 0.0122
C -6.50720 -4.16185 -6.41245 0.0027 0.0741 -0.1298
N -8.16149 -4.64422 -4.69325 0.0039 0.1728 0.1337
H -4.02899 -3.60326 -4.47266 -0.0338 -0.0004 -0.0560
H -4.73617 -5.24565 -4.40657 0.0403 0.0566 -0.1144
H -3.91480 -4.58205 -2.99782 0.0199 0.0071 -0.0129
H -7.12195 -2.34283 -3.51881 0.0082 -0.0348 0.0517
H -5.75850 -2.18286 -4.61983 0.0345 -0.0701 -0.0733
H -7.96713 -2.81470 -5.65946 -0.0067 0.0608 0.0660
H -6.03269 -5.10803 -6.15515 0.0141 0.0003 0.0724
H -7.16363 -4.35641 -7.25962 -0.0354 -0.0255 0.0242
H -5.73221 -3.46634 -6.74070 0.0080 -0.0059 0.0093
H -8.78839 -4.24125 -4.00312 -0.0872 -0.0027 -0.0761
H -7.56745 -5.26896 -4.15567 0.0114 -0.0862 -0.0687
C 2.74230 2.39617 3.53191 0.0329 -0.0234 -0.2787
O 2.27532 3.67917 3.15718 -0.0208 -0.0840 0.0453
C 2.02250 4.56856 4.22473 -0.1420 0.1924 0.0281
C 3.26524 5.26505 4.79750 0.1750 -0.2072 -0.0940
C 4.12718 4.36848 5.68130 0.0023 0.0226 0.1515
N 4.10659 5.84576 3.74708 -0.2012 0.0277 -0.0315
H 2.28909 2.05680 4.46806 0.0373 0.0319 0.0490
H 3.83145 2.37954 3.61633 -0.0008 -0.0446 0.1474
H 2.46265 1.70000 2.74098 -0.0603 0.0014 -0.0028
H 1.36908 5.33863 3.80687 0.0029 -0.0086 -0.0517
H 1.45269 4.06113 5.01595 0.0865 -0.0430 0.0476
H 2.90200 6.08494 5.42398 -0.0769 0.0219 -0.0337
H 4.74498 3.68856 5.09627 -0.0381 -0.0174 -0.0659
H 4.80400 4.97574 6.28149 0.0173 0.0286 -0.0370
H 3.51367 3.77545 6.36264 -0.0029 -0.0125 -0.0115
H 3.56953 6.53712 3.23201 0.0544 0.0891 0.0466
H 4.29426 5.11703 3.06401 0.0917 -0.0335 0.0231
C 3.58908 2.43154 -2.40630 -0.0075 0.0620 -0.1642
O 3.09402 3.74211 -2.59647 0.0596 -0.1037 0.0566
C 2.66354 4.40095 -1.41956 -0.2023 0.1789 0.0709
C 3.78560 5.02138 -0.57551 0.2083 -0.2309 -0.1139
C 4.59417 4.00604 0.22718 -0.0565 -0.0510 0.1575
N 4.70559 5.82718 -1.38499 -0.1603 0.0560 -0.0374
H 3.04687 1.90683 -1.61292 0.0182 0.0052 0.0515
H 4.65887 2.43593 -2.18213 -0.0110 -0.0763 0.1072
H 3.44770 1.88796 -3.34147 -0.0359 0.0276 -0.0147
H 2.01403 5.20853 -1.76312 -0.0115 -0.0281 -0.0815
H 2.03792 3.72906 -0.81764 0.0874 -0.0386 0.0575
H 3.30141 5.68899 0.14284 -0.0866 0.0193 -0.0294
H 5.31766 3.47641 -0.39181 -0.0121 0.0093 -0.0682
H 5.15770 4.51235 1.01094 0.0603 0.0436 -0.0403
H 3.94305 3.26954 0.70316 -0.0168 0.0181 -0.0060
H 4.18767 6.58205 -1.82482 0.0282 0.0641 0.0647
H 5.01434 5.25142 -2.16311 0.0825 -0.0324 0.0216

=====

23
Properties=species:S:1:pos:R:3:forces:R:3 method="wB97M-V/def2-TZVPD" e_tot_ev=-8961.403 charge=+2 relative_energy_kcal_mol=8.9 spin_multiplicity=2
C 0.94555 0.47918 -1.27269 -0.3854 -0.6544 0.5160
C 0.28772 -0.91376 -1.04431 0.3023 0.6711 -0.2729
C -0.36055 -0.96597 0.37020 -0.3183 -1.3596 0.6118
C -1.49391 -0.03609 0.61183 0.1094 -0.3479 -1.0267
C -2.62234 -0.12187 -0.33981 0.4114 -0.9033 -0.7086
N 2.28045 0.58558 -0.60018 0.2519 -0.2014 -0.0076
H 0.30536 1.20118 -0.78353 0.0804 0.5492 -0.4550
H 1.06357 0.66951 -2.33721 0.0262 0.0765 0.0556
H -0.43267 -1.05488 -1.84880 -0.0283 -0.1382 0.1370
H 1.01628 -1.72378 -1.08992 -0.0509 -0.0799 -0.1446
H -0.68308 -2.04970 0.45330 -0.2201 0.2539 -0.4713
H 0.36442 -1.04646 1.17699 0.1264 0.7852 0.2037
H -1.85068 -0.27053 1.67049 0.1070 0.1091 0.3217
H -1.17884 1.00750 0.80645 -0.3707 0.2287 0.5063
H -2.53667 -1.03010 -0.95213 -0.1086 0.2099 0.0487
H -2.78485 0.74654 -0.99060 -0.1573 0.2632 0.2212
H -3.61774 -0.26433 0.14583 0.0065 0.3634 0.3329
H 2.86791 1.33115 -0.98995 -0.0830 -0.0882 -0.0872
H 2.18544 0.77711 0.41017 -0.2498 0.0751 0.2471
H 2.77871 -0.30171 -0.69668 0.3012 0.1206 -0.0887
H 1.61196 0.50862 2.84729 0.2643 0.2238 0.0853
H 0.47176 1.35668 2.32404 0.0501 0.3913 0.1948
O 1.38222 1.11613 2.12922 -0.0648 -0.5482 -0.2193

=====

21
Properties=species:S:1:pos:R:3:forces:R:3 method="wB97M-V/def2-TZVPD" smiles="[H]/N=[N+](/C=[NH2+])[C@@H](C)CC" e_tot_ev=-9843.526 charge=+2 relative_energy_kcal_mol=112.5
H -1.56144 0.44811 -2.39122 0.6348 -0.3662 1.6666
N -1.89168 0.45679 -1.37003 3.3913 -2.1114 4.0675
N -1.08813 -0.00853 -0.34609 -3.7931 2.8840 -5.7971
C -1.73978 0.02494 0.91712 -1.6161 -0.6308 -0.4934
N -3.01298 0.09908 0.90248 2.3120 0.7671 -3.6513
C 0.29486 -0.41394 -0.27815 1.9685 -1.7504 -0.1840
C 0.79004 -0.84856 -1.60747 0.6520 0.9817 -0.4422
C 1.17588 0.74712 0.30246 -2.2422 -0.0530 2.4178
C 2.28152 0.22828 1.24644 1.2530 0.5158 -0.7892
H -1.04220 -0.20203 1.69104 -0.1218 0.1042 1.1741
H -3.62047 0.04097 1.65213 -1.5073 -0.0800 2.3537
H -3.37298 0.31513 -0.09198 -0.0385 -0.3921 1.6554
H 0.33361 -1.38513 0.32426 -0.3665 1.5205 0.1669
H 0.49650 -0.12039 -2.33571 -0.6206 0.0732 -0.9523
H 0.48734 -1.84547 -1.75776 -0.4077 -1.1107 -1.0041
H 1.86384 -0.75864 -1.73636 0.2927 -0.3551 0.6742
H 1.45738 1.35089 -0.52539 0.6556 0.3300 -0.8530
H 0.41475 1.40789 0.83114 1.2225 -0.2686 0.0231
H 1.96478 0.04193 2.25978 -0.7904 -0.8191 0.1514
H 2.82963 -0.69312 0.78659 -0.6967 1.9261 0.9768
H 2.93952 1.11469 1.52675 -0.1817 -1.1654 -1.1606

=====

113
Properties=species:S:1:pos:R:3:forces:R:3 method="wB97M-V/def2-TZVPD" e_tot_ev=-114762.769 charge=0 spin_multiplicity=5
Ir -0.84684 -0.96695 1.10120 -2.0233 0.4788 -0.2445
C 1.47975 -2.62980 -0.99522 0.1904 0.2974 -3.0516
C 1.93403 -3.37287 0.22208 0.6608 0.9973 0.1050
C 3.23503 -2.83203 0.83304 -0.4861 -0.9853 -0.0501
C 0.89977 -3.63926 1.24222 -1.0698 -0.5908 0.3310
C 0.77126 -4.88507 1.88043 -0.9938 0.7522 0.9997
C -0.40541 -4.81324 2.61258 -0.4197 -0.1269 -0.6801
N -1.00089 -3.63605 2.37719 1.2379 0.3747 -0.0160
N -0.14404 -2.85357 1.57033 -1.1312 -0.9410 0.3290
B -2.44122 -3.21202 2.85837 0.6439 1.0035 -0.7649
N -3.17029 -2.82253 1.55494 -0.0152 1.0309 -0.3736
C -4.33230 -3.31099 1.07279 1.1446 0.2387 0.9474
C -4.57991 -2.64580 -0.09554 0.3805 0.1874 -0.0800
C -3.52685 -1.72723 -0.31493 -1.2497 -0.9369 0.9972
N -2.68517 -1.82853 0.72297 -0.0205 -0.8536 0.5503
C -3.51203 -0.85767 -1.53369 1.1625 0.1518 -0.6370
C -2.07633 -0.79991 -2.07861 -0.8809 -0.8274 -2.5174
C -4.12432 0.52512 -1.33139 -0.2764 0.4507 1.1718
N -2.31996 -2.01895 3.81862 0.2119 -1.1162 -0.4122
C -2.43710 -2.07602 5.16118 -0.4222 0.3433 -0.6654
C -2.10686 -0.85440 5.64411 0.6365 0.8829 1.1264
C -1.69045 -0.12183 4.53265 1.2452 0.6579 0.1279
N -1.78589 -0.84017 3.42041 -0.3287 -0.3014 0.2787
C -0.96272 1.19498 4.54391 -0.8105 0.0004 -1.8517
C -1.83283 2.33459 5.01295 -0.0625 2.3303 0.4223
C 0.42089 1.15505 5.11252 0.3394 0.0069 1.5285
H 2.34074 -2.29545 -1.64063 -0.3293 -0.3306 0.8759
H 0.88943 -3.21934 -1.77889 0.3158 0.4783 1.5306
H 0.95645 -1.70386 -0.81971 -0.3729 0.2132 0.2975
H 2.26907 -4.32129 -0.11491 -0.0822 -1.2713 -0.3435
H 3.15610 -1.82924 1.22041 0.1150 0.2709 0.2087
H 3.51362 -3.59131 1.56714 0.1368 0.5285 0.5099
H 3.97501 -2.94444 0.06130 0.5536 0.5260 -0.3819
H 1.41201 -5.72427 1.94146 0.7047 -0.4299 -0.4555
H -0.93456 -5.60238 3.16576 0.4034 0.6435 -0.1856
H -3.04152 -4.08907 3.38363 0.1473 -0.4079 0.1083
H -4.79676 -4.07098 1.70597 -0.1672 0.2865 -0.7401
H -5.36713 -2.80128 -0.77133 -0.9227 -0.1548 -0.6248
H -4.11257 -1.42057 -2.28180 0.2359 0.4269 0.4526
H -1.35755 -0.43747 -1.37817 0.5874 0.0001 0.5594
H -1.84414 -1.79819 -2.54649 0.3052 0.7236 1.0081
H -2.03768 -0.14222 -2.96672 -0.1121 0.1110 0.4416
H -3.50388 1.22158 -0.75663 0.3078 -0.4526 -0.1298
H -4.41235 1.09149 -2.21130 0.0046 -0.4568 -0.4639
H -4.99710 0.40342 -0.69409 -0.4171 0.0729 -0.1227
H -2.75006 -2.93591 5.69903 -0.3219 -0.6316 -0.0232
H -2.00968 -0.52983 6.68002 -0.2409 -0.1827 -0.3885
H -0.75920 1.37725 3.48866 -0.4282 0.0758 -0.1023
H -2.15235 2.33978 6.06092 0.2172 -0.5281 0.0268
H -1.31214 3.33431 4.91397 -0.1393 -1.0331 0.0045
H -2.75927 2.49810 4.44678 0.1731 -0.5632 -0.1308
H 0.33740 0.93071 6.18689 0.4004 -0.4123 -0.1946
H 1.08771 0.45925 4.58269 -0.3042 0.0659 0.3357
H 0.87556 2.14497 5.11014 0.0257 0.1399 -0.3732
O 0.00496 6.75260 2.35839 -1.6447 1.5846 -0.9258
N 0.60492 5.74317 2.58582 0.2419 1.3704 0.9951
O 1.65857 5.79834 3.18093 0.6837 -1.7154 -0.0160
C -0.06486 4.52238 2.17837 4.2243 -0.9196 0.3021
C 0.81188 3.42652 2.05578 -0.7306 -2.5482 -0.7741
C 0.29807 2.17112 1.59000 -1.6823 0.5740 0.2178
C -1.16921 2.16814 1.21734 3.0045 -5.5893 -0.1517
O -1.86023 1.16199 0.81419 2.4678 -0.1709 0.6282
C -1.86833 3.31287 1.46772 1.1177 1.9531 1.0360
C -1.36743 4.52805 1.89209 -0.5092 0.4957 -0.4670
N -3.12593 3.12199 1.50739 -2.1848 -2.0181 -1.4656
O -3.98434 3.89335 1.34827 -2.8441 1.9828 0.5294
O -2.76455 4.38247 -3.11031 -0.4785 -0.0286 -0.2247
N 1.17776 1.04279 1.56516 2.0502 2.9254 -1.7497
O 2.39704 1.27382 1.81130 -1.7822 -0.4802 0.6908
O 0.96251 0.00427 0.83156 -0.6239 -0.5552 1.0720
H 1.88771 3.26899 2.14427 -0.1841 1.4128 0.5597
H -2.03623 5.34987 2.00286 -0.0367 0.5444 0.1977
C 2.01320 7.27556 -3.41993 -0.3603 1.9725 -0.2409
C 0.69284 6.60135 -3.19943 -2.5562 1.4286 -0.4963
C 0.76381 5.42369 -2.34343 1.1367 -1.4812 0.9644
N -0.40374 4.59985 -2.35645 0.5040 -0.5240 -0.0428
C -0.52349 3.39653 -2.86930 1.0582 0.8525 -0.6588
S -2.03154 3.09456 -3.45092 -1.3579 -1.0175 -0.2683
N 0.57912 2.61271 -3.15535 0.2623 0.7850 1.8803
C 1.50195 2.41624 -2.10985 0.5279 -0.5054 -0.1383
O 1.36791 2.93990 -1.01965 -0.3606 0.0116 -0.8521
C 2.66968 1.49786 -2.33859 0.4449 -0.2751 1.6365
C 3.01568 0.76612 -3.45101 0.1055 0.4600 -1.6406
C 3.96689 -0.26330 -3.44690 -1.3777 0.7383 -0.4813
C 4.60993 -0.56170 -2.27851 -0.0352 -0.9315 0.5415
C 4.26003 0.13264 -1.11399 -0.5617 1.5710 -2.3547
C 3.37421 1.20616 -1.13711 -0.9170 -1.0521 -0.5412
H 1.91218 8.13502 -4.17596 0.2387 -1.1751 1.2534
H 2.72224 6.57489 -3.80552 0.5827 -0.4483 -0.3191
H 2.39368 7.65984 -2.45160 -0.0519 -0.0174 -0.6284
H 0.20577 6.26661 -4.11375 0.2490 0.2034 -0.5325
H -0.10058 7.26370 -2.72452 1.0565 -0.2180 -0.6554
H 0.88431 5.70433 -1.33576 0.5221 0.5278 1.4632
H 1.65090 4.84398 -2.57623 0.0037 -0.2687 -0.1907
H -1.31210 5.01403 -2.44872 -1.0234 1.0659 0.2480
H 0.41369 1.97580 -3.88716 0.4040 -1.1008 -0.7424
H 2.68673 1.04154 -4.46423 -0.5455 -0.1464 0.5776
H 3.96225 -0.81478 -4.38438 0.8782 -0.1204 0.3003
H 5.28223 -1.42464 -2.24434 -0.0879 0.4073 0.1455
H 4.72921 -0.06125 -0.23307 1.2257 -0.7991 2.4086
H 3.02692 1.65919 -0.20592 0.5245 -0.0197 -0.4455
F 3.66233 -6.80370 -5.08278 0.6686 -0.2830 -0.5463
C 2.57028 -6.64650 -4.39182 -0.8939 -0.5764 1.1485
C 1.70146 -5.64159 -4.72148 -0.8136 0.5212 0.7511
F 2.00522 -4.91895 -5.76534 -0.0138 0.8358 -1.1200
C 0.64367 -5.29232 -3.87203 0.5981 0.1608 -0.2471
F -0.08235 -4.18224 -4.13731 0.6076 -1.2560 0.2228
C 0.47901 -6.02768 -2.69011 -0.7288 -0.8093 0.8848
S -0.67639 -5.66847 -1.50082 -0.3830 0.4179 -0.0064
C 1.32501 -7.15464 -2.40692 0.0981 1.2335 0.1294
F 1.34687 -7.72911 -1.20760 -0.4936 0.0033 -0.3461
C 2.34942 -7.42612 -3.24179 1.8881 -0.0027 -0.7245
F 3.37476 -8.21646 -2.88076 -0.5712 -0.1996 -0.0603

=====

15
Properties=species:S:1:pos:R:3:forces:R:3 method="wB97M-V/def2-TZVPD" e_tot_ev=-9869.204 charge=0 relative_energy_kcal_mol=79.6
C -1.36497 -0.20972 -1.66138 0.5293 -0.0944 3.8552
C 0.78992 1.62003 -0.02101 -0.8413 -2.5922 1.1681
C -0.39970 1.07066 0.36978 1.6050 2.0937 0.2295
C 1.71192 0.43498 -0.40865 0.6512 2.6851 0.8333
C -0.33329 -0.34817 0.25551 0.9984 -1.1756 -3.1833
C -1.04748 -1.43714 1.03299 -0.5169 0.8515 -2.4424
N -1.33997 -0.57708 -2.73594 -0.0879 -0.6863 -2.8735
O 0.95159 -0.69996 -0.17589 -3.0073 -0.6925 0.4938
H 1.10611 2.61585 0.19954 0.0964 0.4952 -0.5222
H -1.28064 1.60746 0.71566 0.2683 -0.2470 -0.0720
H 2.25153 0.58118 -1.36857 -1.0315 -0.7123 0.0225
H 2.50907 0.33285 0.32289 0.4245 0.4258 0.1677
H -0.44699 -2.31404 0.86225 0.0809 -0.4636 0.4041
H -2.06978 -1.61699 0.58329 1.1411 0.4075 0.8988
H -1.03732 -1.05991 2.02953 -0.3103 -0.2949 1.0204